No. 1
{"formula": "C9H8BrNO3", "method": "ωB97M-V with the def2-TZVPD basis set", "relative_energy_kj_mol": 0.0, "molar_mass_g_mol": 258.07, "max_force_ev_per_a": 1.11, "homo_energy_ha": -0.3528, "symbols": ["C", "C", "C", "C", "Br", "C", "C", "C", "C", "O", "N", "C", "O", "H", "H", "H", "H", "H", "H", "O", "H", "H"], "coordinates": [[2.669, -0.244, -0.029], [1.245, 0.186, 0.197], [0.956, 1.535, 0.431], [-0.344, 1.974, 0.633], [-0.690, 3.799, 0.948], [-1.367, 1.042, 0.588], [-1.074, -0.294, 0.349], [0.215, -0.748, 0.164], [-2.354, -1.056, 0.345], [-2.524, -2.199, 0.029], [-3.409, -0.163, 0.760], [-2.845, 1.171, 0.750], [-3.505, 2.168, 0.819], [2.760, -1.311, 0.157], [2.969, -0.062, -1.059], [3.348, 0.318, 0.614], [1.755, 2.265, 0.476], [0.408, -1.797, -0.020], [-3.644, -0.420, 1.717], [1.963, -1.786, -2.376], [2.396, -2.563, -2.747], [1.073, -1.815, -2.745]]}

=====

No. 2
{"formula": "C9H8ClN", "method": "ωB97M-V with the def2-TZVPD basis set", "relative_energy_kj_mol": 181.4, "molar_mass_g_mol": 165.62, "max_force_ev_per_a": 5.11, "homo_energy_ha": -0.3575, "symbols": ["C", "C", "C", "C", "Cl", "C", "C", "C", "C", "C", "N", "H", "H", "H", "H", "H", "H", "H", "H"], "coordinates": [[3.408, -0.904, -0.962], [2.220, -1.006, -1.019], [0.351, -0.811, -1.099], [-0.171, -2.159, -0.682], [0.068, -0.491, -2.814], [-0.023, 0.340, -0.239], [0.112, 1.661, -0.661], [-0.369, 2.668, 0.157], [-0.950, 2.331, 1.369], [-0.991, 0.990, 1.719], [-0.547, 0.023, 0.941], [4.459, -0.953, -0.940], [-0.058, -2.262, 0.394], [-1.227, -2.238, -0.934], [0.371, -2.956, -1.186], [0.564, 1.886, -1.614], [-0.301, 3.701, -0.150], [-1.362, 3.084, 2.023], [-1.413, 0.667, 2.662]]}

=====

No. 3
{"formula": "C9H8F2N4", "method": "ωB97M-V with the def2-TZVPD basis set", "relative_energy_kj_mol": 70.8, "molar_mass_g_mol": 210.19, "max_force_ev_per_a": 4.45, "homo_energy_ha": -0.3280, "symbols": ["C", "C", "C", "C", "F", "C", "N", "C", "N", "N", "N", "C", "F", "C", "C", "H", "H", "H", "H", "H", "H", "H", "H"], "coordinates": [[-0.142, 1.739, 2.953], [-0.247, 0.847, 1.700], [0.006, -0.450, 1.714], [0.041, -1.255, 0.466], [0.348, -2.528, 0.788], [-0.135, -0.803, -0.778], [-0.187, -1.493, -1.963], [-0.212, -2.841, -2.137], [-0.164, -3.051, -3.459], [-0.112, -1.814, -4.009], [-0.113, -0.921, -3.149], [-0.365, 0.877, -0.896], [-1.152, 1.269, -1.897], [0.903, 1.575, -0.455], [-0.341, 1.575, 0.371], [-0.895, 2.651, 3.034], [0.744, 2.311, 3.150], [-0.093, 1.088, 3.809], [0.183, -1.040, 2.620], [-0.254, -3.645, -1.447], [1.400, 2.489, -0.873], [1.637, 0.918, -0.018], [-0.849, 2.501, 0.477]]}

=====

No. 4
{"formula": "C9H8FNO", "method": "ωB97M-V with the def2-TZVPD basis set", "relative_energy_kj_mol": 67.5, "molar_mass_g_mol": 165.17, "max_force_ev_per_a": 4.05, "homo_energy_ha": -0.3560, "symbols": ["C", "C", "F", "N", "C", "O", "C", "C", "C", "C", "C", "C", "H", "H", "H", "H", "H", "H", "H", "H"], "coordinates": [[-2.585, 0.422, -0.031], [-1.238, 0.606, -0.712], [-1.344, 0.349, -2.075], [-0.732, 1.864, -0.371], [0.492, 1.825, 0.288], [1.102, 2.791, 0.688], [0.967, 0.494, 0.319], [2.252, -0.018, 0.670], [2.382, -1.397, 0.520], [1.306, -2.168, 0.138], [0.076, -1.633, -0.194], [-0.050, -0.315, -0.190], [-2.995, -0.558, -0.297], [-3.215, 1.220, -0.432], [-2.460, 0.552, 0.965], [-1.126, 2.724, -0.491], [3.059, 0.589, 0.975], [3.314, -1.818, 0.608], [1.459, -3.246, 0.121], [-0.664, -2.282, -0.500]]}

=====

No. 5
{"formula": "C9H8I2O", "method": "ωB97M-V with the def2-TZVPD basis set", "s2": 2.02, "spin_multiplicity": 3, "molar_mass_g_mol": 385.97, "max_force_ev_per_a": 2.94, "homo_energy_ha": [-0.2238, -0.2605], "symbols": ["C", "C", "C", "C", "C", "C", "C", "C", "C", "O", "I", "I", "H", "H", "H", "H", "H", "H", "H", "H"], "coordinates": [[0.478, -2.155, 1.697], [1.605, -1.754, 0.955], [-0.653, -1.427, 1.588], [1.552, -0.714, 0.080], [-0.743, -0.342, 0.731], [0.331, -0.058, -0.092], [0.283, 0.947, -1.127], [-0.484, -0.494, -3.471], [-0.305, 2.893, 0.256], [-0.131, 2.146, -1.083], [-1.909, 0.912, -3.808], [-1.321, -2.107, -2.544], [0.397, -3.095, 2.385], [2.597, -2.169, 0.943], [-1.519, -1.680, 2.099], [2.337, -0.538, -0.645], [-1.597, 0.264, 0.699], [-0.470, 2.300, 1.105], [-1.029, 3.606, -0.010], [0.581, 3.464, 0.242]]}

=====

No. 6
{"formula": "C9H8IN2O", "method": "ωB97M-V with the def2-TZVPD basis set", "relative_energy_kj_mol": 0.0, "molar_mass_g_mol": 287.08, "max_force_ev_per_a": 1.16, "total_charge": 1, "homo_energy_ha": -0.4816, "symbols": ["C", "C", "C", "C", "C", "C", "C", "C", "C", "N", "N", "O", "I", "H", "H", "H", "H", "H", "H", "H", "H"], "coordinates": [[-4.683, -1.350, -0.048], [-3.264, 0.627, -0.018], [-2.020, 1.226, 0.003], [-2.272, -1.607, 0.069], [-3.389, -0.770, 0.008], [-0.902, 0.395, 0.052], [-1.034, -1.006, 0.089], [0.338, -1.588, 0.132], [0.518, 0.654, 0.057], [-5.727, -1.814, -0.115], [1.134, 1.808, 0.012], [1.204, -0.451, 0.105], [4.425, -0.415, -0.031], [-4.159, 1.230, -0.061], [-1.930, 2.301, -0.021], [-2.384, -2.679, 0.085], [0.544, -2.156, 1.046], [0.577, -2.221, -0.729], [5.939, -0.469, -0.438], [2.147, 1.831, 0.014], [0.622, 2.677, -0.021]]}

=====

No. 7
{"formula": "C9H8N2", "method": "ωB97M-V with the def2-TZVPD basis set", "relative_energy_kj_mol": 257.8, "molar_mass_g_mol": 144.18, "max_force_ev_per_a": 12.58, "homo_energy_ha": -0.3219, "symbols": ["C", "C", "C", "C", "C", "N", "C", "C", "N", "C", "C", "H", "H", "H", "H", "H", "H", "H", "H"], "coordinates": [[-2.006, 2.360, -0.044], [-1.273, 2.028, -1.213], [-0.477, 0.840, -1.231], [-0.334, 0.122, -0.072], [0.594, -0.979, -0.050], [0.205, -2.290, -0.299], [1.385, -3.022, -0.205], [2.415, -2.263, 0.203], [1.947, -0.954, 0.261], [-0.972, 0.556, 1.106], [-1.839, 1.637, 1.100], [-2.439, 3.403, -0.195], [-1.520, 2.606, -2.052], [-0.010, 0.612, -1.953], [1.513, -4.251, -0.227], [3.473, -2.236, 0.402], [2.456, 0.029, 0.458], [-0.822, -0.066, 1.940], [-2.295, 1.868, 2.071]]}

=====

No. 8
{"formula": "C9H8N2", "method": "ωB97M-V with the def2-TZVPD basis set", "relative_energy_kj_mol": 93.6, "molar_mass_g_mol": 144.18, "max_force_ev_per_a": 4.00, "homo_energy_ha": -0.2920, "symbols": ["N", "C", "C", "N", "C", "C", "C", "C", "C", "C", "C", "H", "H", "H", "H", "H", "H", "H", "H"], "coordinates": [[3.190, 0.042, 1.456], [2.016, -0.133, 0.752], [1.715, -1.335, 0.000], [0.600, -1.458, -0.645], [-0.425, -0.605, -0.651], [-1.691, -0.862, -1.207], [-2.778, 0.048, -1.028], [-2.573, 1.295, -0.344], [-1.330, 1.584, 0.190], [-0.258, 0.618, 0.078], [0.921, 0.764, 0.855], [3.201, 0.660, 2.251], [3.478, -0.966, 1.777], [2.477, -2.144, -0.244], [-1.824, -1.747, -1.766], [-3.721, -0.315, -1.486], [-3.458, 1.846, -0.097], [-1.277, 2.519, 0.704], [1.009, 1.813, 1.319]]}

=====

Calculated values (eV) of DFT total energy for the records, taken in order: -87138.2583 -23472.0936 -20853.6324 -15718.0220 -27702.7084 -22584.3550 -12440.5146 -12442.2169.